C3H5NO2 in the gas phase, computed with the ωB97M-V functional and the def2-TZVPD basis.

Last column: Löwdin charge in e.
Geometry (Å):
1 N 0.361824 1.008349 -0.705464  0.141
2 C 1.192599 0.034652 -0.463531  -0.199
3 O 0.670703 -1.172873 -0.413411  0.001
4 C -0.733304 -0.983207 -0.085619  -0.073
5 C -0.651795 0.406678 0.576826  -0.438
6 O 0.175591 0.458570 1.530322  -0.105
7 H 0.645163 1.944424 -0.434919  0.123
8 H 2.263856 0.091457 -0.295279  0.160
9 H -1.005489 -1.697333 0.691356  0.129
10 H -1.351696 -1.111057 -0.980052  0.127
11 H -1.567457 1.020341 0.579773  0.133

Atoms 1-2, force components in eV/Å:
N 0.59 -0.11 0.16
C 0.10 -0.03 -1.35

=====

A molecular structure, C3H5NO2, computed with the ωB97M-V functional and the def2-TZVPD basis.

Last column: Löwdin charge in e.
Geometry (Å):
1 C -0.739891 -0.983671 0.086224  -0.230
2 C 0.982899 0.569846 -0.288923  -0.208
3 C 2.237161 0.891142 0.527081  -0.039
4 H -3.419768 -0.130952 -0.645796  0.176
5 H -1.112174 -1.996067 0.124370  0.142
6 H 0.260564 1.253294 -1.264775  0.219
7 H 2.914233 0.144632 1.491949  0.165
8 H 2.806671 1.804616 -0.033769  0.052
9 N -1.625675 -0.078162 -0.074254  -0.015
10 O -2.874306 -0.765524 0.051492  -0.148
11 O 0.570285 -0.709153 0.026401  -0.113

Atoms 1-2, force components in eV/Å:
C -0.89 1.32 -0.99
C 3.96 1.67 2.01

=====

C3H5NO2 in the gas phase, computed with the ωB97M-V functional and the def2-TZVPD basis.

Last column: Löwdin charge in e.
Geometry (Å):
1 O -0.010873 -0.404032 -1.565793  -0.051
2 C 0.635028 -0.379423 -0.297096  -0.252
3 C 0.496128 0.862748 -1.021670  -0.050
4 N 0.030900 0.188345 1.893575  0.165
5 C -0.323972 -0.428235 0.847967  -0.482
6 O -1.476466 -1.003524 0.456240  0.083
7 H -1.353370 -1.033995 -0.537880  0.119
8 H 1.565976 -0.932959 -0.249115  0.158
9 H 1.370881 1.342526 -1.458495  0.120
10 H -0.310556 1.533177 -0.722224  0.130
11 H -0.667483 0.274941 2.623715  0.060

Atoms 1-2, force components in eV/Å:
O 0.54 0.56 -0.24
C 0.28 0.10 0.26

Computed properties:
SMILES	[H]/N=C(\O)[C@@H]1CO1

=====

C3H5NO2 in the gas phase, computed with the ωB97M-V functional and the def2-TZVPD basis.

Last column: Löwdin charge in e.
Geometry (Å):
1 O 1.552874 0.473521 -1.204060  0.070
2 C 0.565167 1.135891 -1.032621  -0.245
3 C -0.661045 0.655854 -0.256339  -0.127
4 N -0.559794 -0.715848 0.259960  0.017
5 C 0.365680 -1.191968 1.133063  -0.418
6 O 1.207636 -0.664668 1.805783  0.055
7 H 0.488754 2.173714 -1.438620  0.124
8 H -0.812102 1.380314 0.566209  0.132
9 H -1.539186 0.784765 -0.902154  0.122
10 H -0.842696 -1.668386 -0.025541  0.132
11 H 0.141453 -2.323019 1.099504  0.139

Atoms 1-2, force components in eV/Å:
O -0.45 0.26 -0.03
C 0.28 -0.41 0.01

Computed properties:
SMILES	O=CCNC=O

=====

C3H5NO2 in the gas phase, computed with the ωB97M-V functional and the def2-TZVPD basis.

Last column: Löwdin charge in e.
Geometry (Å):
1 O 2.097993 -0.648038 -0.813366  0.053
2 C 1.771454 -0.125140 0.227574  -0.227
3 C 0.337418 0.138576 0.604605  -0.162
4 N -0.539799 -0.372308 -0.411380  0.020
5 C -1.795193 0.129432 -0.543182  -0.356
6 O -2.292557 0.921778 0.235318  0.015
7 H 2.523772 0.190327 0.975531  0.125
8 H 0.142298 -0.311937 1.589561  0.137
9 H 0.190930 1.220097 0.734046  0.136
10 H -0.099583 -0.870799 -1.172505  0.126
11 H -2.327646 -0.266134 -1.427336  0.133

Atoms 1-2, force components in eV/Å:
O -0.15 0.24 0.54
C 0.09 -0.17 -0.34

Computed properties:
SMILES	O=CCNC=O

=====

C3H5NO2 in the gas phase, computed with the ωB97M-V functional and the def2-TZVPD basis.

Last column: Löwdin charge in e.
Geometry (Å):
1 O 1.948919 -1.162828 -0.544005  0.054
2 C 1.708624 -0.368075 0.333495  -0.232
3 C 0.422512 0.415944 0.419643  -0.159
4 N -0.487081 0.072610 -0.641649  0.022
5 C -1.824551 -0.027562 -0.404742  -0.354
6 O -2.356933 0.283534 0.642074  0.015
7 H 2.445966 -0.156110 1.135683  0.125
8 H -0.057611 0.214798 1.385371  0.130
9 H 0.675563 1.487693 0.425630  0.134
10 H -0.092736 -0.351447 -1.470466  0.131
11 H -2.382677 -0.408558 -1.281033  0.133

Atoms 1-2, force components in eV/Å:
O -0.10 0.37 0.37
C 0.04 -0.21 -0.30

Computed properties:
SMILES	O=CCNC=O

=====

C3H5NO2 in the gas phase, computed with the ωB97M-V functional and the def2-TZVPD basis.

Last column: Löwdin charge in e.
Geometry (Å):
1 C 0.796321 -0.843529 -0.281853  -0.492
2 C -0.602596 -0.658452 0.284305  -0.069
3 C -0.689518 0.848975 0.380426  -0.166
4 H -0.850960 -1.241287 1.222995  0.149
5 H -1.364508 -0.959514 -0.427886  0.119
6 H -1.716913 1.166834 0.272432  0.123
7 H -0.281038 1.153833 1.295780  0.102
8 H 2.061175 0.734158 -0.940767  0.155
9 N 1.136173 0.367732 -0.840323  0.072
10 O 1.367258 -1.882237 -0.262284  0.098
11 O 0.144607 1.313485 -0.702824  -0.091

Atoms 1-2, force components in eV/Å:
C -1.82 0.72 0.28
C -0.98 -0.02 0.62

Computed properties:
SMILES	O=C1CCON1

=====

C3H5NO2 in the gas phase, computed with the ωB97M-V functional and the def2-TZVPD basis.

Last column: Löwdin charge in e.
Geometry (Å):
1 C -0.853133 -0.671446 0.650965  -0.032
2 C -0.275136 0.383357 -0.007701  -0.494
3 N -0.813304 1.568858 0.317309  0.144
4 O 0.691894 0.394721 -0.967808  0.080
5 C 1.476369 -0.737326 -1.026070  -0.288
6 O 2.342148 -0.845656 -1.836268  0.115
7 H -0.787327 -0.633540 1.733117  0.060
8 H -1.082791 -1.611022 0.184955  0.044
9 H -1.571582 1.173564 0.907532  0.116
10 H -0.312618 2.455430 0.308952  0.120
11 H 1.185478 -1.476939 -0.264979  0.136

Atoms 1-2, force components in eV/Å:
C 0.81 -0.82 -0.25
C -0.19 -0.46 0.25

Computed properties:
SMILES	C=C(N)OC=O

=====

C3H5NO2 in the gas phase, computed with the ωB97M-V functional and the def2-TZVPD basis.

Last column: Löwdin charge in e.
Geometry (Å):
1 C 1.114607 0.765092 1.113041  -0.060
2 N 0.225836 -0.225743 0.511179  0.020
3 C -0.500258 0.068935 -0.592537  -0.471
4 O -0.539477 1.158422 -1.135422  0.068
5 C -1.240158 -1.047673 -1.351257  -0.164
6 O -0.773635 -2.131227 -1.594374  0.080
7 H 1.282911 1.595805 0.416846  0.088
8 H 0.669528 1.163067 2.027385  0.084
9 H 2.087579 0.318972 1.347621  0.083
10 H -0.144803 -0.986590 1.065844  0.144
11 H -2.182129 -0.679061 -1.808328  0.129

Atoms 1-2, force components in eV/Å:
C -0.03 0.03 0.15
N -0.31 -0.02 -0.25

Computed properties:
SMILES	CNC(=O)C=O

=====

A molecular structure, C3H5NO2, computed with the ωB97M-V functional and the def2-TZVPD basis.

Last column: Löwdin charge in e.
Geometry (Å):
1 C 0.713034 0.169978 -1.159591  -0.082
2 C -0.774641 0.406692 -0.845594  -0.141
3 C 0.376383 -0.189928 0.813504  -0.569
4 N 1.283070 -0.266660 -0.148419  0.130
5 O -0.815531 0.375067 0.543845  -0.001
6 O 0.641382 0.006485 2.165878  0.089
7 H 1.292857 0.377787 -2.091457  0.141
8 H -1.294076 1.202569 -1.251868  0.103
9 H -1.271115 -0.466529 -1.242455  0.122
10 H 0.007787 -1.951510 0.773780  0.152
11 H -0.159150 0.336048 2.442377  0.057

Atoms 1-2, force components in eV/Å:
C -1.01 2.01 -2.83
C 1.03 -1.41 -1.43

=====

Respective molecular weight values: 87.1 87.1 87.1 87.1 87.1 87.1 87.1 87.1 87.1 87.1 g mol⁻¹.
Respective E values: -322.45264 -322.29333 -322.48791 -322.51082 -322.54661 -322.54605 -322.48316 -322.47870 -322.53620 -322.39921 a.u..
Respective E_HOMO values: -8.94 -8.87 -10.32 -9.95 -10.21 -10.20 -9.35 -8.30 -9.84 -8.31 eV.